Entry 1:
This record from OMol25 describes C25H21Br2IrN5O2S4 as an isolated structure at a distorted geometry. The level of theory is wB97M-V/def2-TZVPD.

```
60
C25H21Br2IrN5O2S4, DFT wB97M-V/def2-TZVPD
Ir 0.07 0.03 0.58
O 5.82 -5.19 -0.35
C 5.88 -4.03 -1.01
O 6.85 -3.73 -1.64
C 4.70 -3.09 -0.91
C 4.93 -1.77 -1.27
C 3.91 -0.84 -1.25
C 2.63 -1.25 -0.88
C 2.38 -2.56 -0.50
C 3.42 -3.48 -0.53
N 1.57 -0.28 -0.88
C 1.51 0.56 -1.86
C 0.57 1.67 -1.79
C 0.44 2.60 -2.80
C -0.51 3.61 -2.66
C -1.29 3.64 -1.52
C -1.10 2.68 -0.54
N -0.18 1.72 -0.66
H 5.01 -5.28 0.16
H 5.93 -1.48 -1.57
H 4.11 0.19 -1.49
H 1.39 -2.88 -0.24
H 3.19 -4.51 -0.28
H 2.17 0.45 -2.71
H 1.05 2.53 -3.69
H -0.63 4.36 -3.43
H -2.04 4.40 -1.37
H -1.71 2.67 0.36
Br -1.33 -1.47 -2.17
C -3.20 -1.52 -1.68
Br -3.61 -0.31 -0.25
H -3.43 -2.53 -1.37
H -3.77 -1.22 -2.56
S -1.22 0.99 2.22
S -1.69 -0.31 3.71
S -1.60 -2.16 2.95
S -0.44 -2.10 1.27
C 3.06 -0.17 3.63
C 2.01 -0.51 2.80
N 1.63 0.32 1.81
C 2.27 1.48 1.63
C 3.32 1.90 2.44
C 3.72 1.04 3.46
C 4.01 3.18 2.19
C 3.49 4.38 1.92
C 2.08 4.80 1.79
C 1.80 6.10 1.40
C 0.47 6.45 1.27
N -0.52 5.60 1.54
C -0.14 4.39 1.93
N 1.10 3.93 2.06
H 3.35 -0.85 4.41
H 1.48 -1.44 2.90
H 1.92 2.11 0.83
H 4.53 1.32 4.11
H 5.09 3.12 2.27
H 4.20 5.19 1.80
H 2.59 6.81 1.19
H 0.18 7.45 0.95
H -0.94 3.70 2.18
```

Energy = -8234.16082 a.u.
Energy relative to the best compared isomer or geometry (same formula, charge and spin) = 19.4 kcal/mol
2S+1 = 2
Charge = +2

Entry 2:
This record from OMol25 describes a 2-piece molecular cluster, C18H20BN overall at a distorted geometry. The level of theory is wB97M-V/def2-TZVPD.

```
40
C18H20BN, DFT wB97M-V/def2-TZVPD
C -4.17 1.81 6.18
C -2.69 1.92 6.24
C -1.97 1.75 7.44
C -0.58 1.91 7.44
C 0.09 2.25 6.23
C 1.48 2.50 6.22
C 2.12 3.00 5.14
C 3.57 2.90 5.11
C 4.37 3.11 3.86
C 5.73 3.40 4.06
C 6.55 3.62 2.95
C 5.97 3.89 1.69
C 6.70 4.27 0.44
C 4.61 3.66 1.54
C 3.79 3.27 2.59
C -0.66 2.31 5.01
C -2.03 2.23 5.05
H -4.47 1.99 5.14
H -4.48 0.81 6.47
H -4.66 2.53 6.83
H -2.53 1.57 8.36
H 0.00 1.76 8.36
H 2.11 2.29 7.10
H 1.58 3.40 4.30
H 3.87 2.06 5.77
H 3.73 3.79 5.66
H 6.12 3.57 5.08
H 7.63 3.69 3.06
H 5.91 4.36 -0.33
H 7.21 5.23 0.49
H 7.43 3.50 0.15
H 4.19 3.85 0.55
H 2.70 3.24 2.45
H -0.16 2.43 4.04
H -2.60 2.47 4.15
B 5.77 5.95 8.95
C 4.82 5.06 9.79
N 4.09 4.43 10.49
H 6.81 5.42 8.58
H 5.17 6.88 8.43
```

Energy = -777.39932 a.u.
Energy relative to the best compared isomer or geometry (same formula, charge and spin) = 0.0 kcal/mol
SMILES = Cc1ccc(/C=C/Cc2ccc(C)cc2)cc1.BC#N

Entry 3:
This record from OMol25 describes C20H30BaCl8F8N2O14S4 as an isolated structure at a distorted geometry. The level of theory is wB97M-V/def2-TZVPD.

```
87
C20H30BaCl8F8N2O14S4, DFT wB97M-V/def2-TZVPD
Ba 2.07 0.22 -2.30
C 3.40 -3.46 -5.03
F 4.50 -3.70 -4.30
F 3.74 -2.39 -5.74
F 3.10 -4.51 -5.77
S 1.80 -2.94 -3.94
O 1.25 -1.81 -4.66
O 0.82 -4.03 -3.85
N 2.58 -2.38 -2.46
S 2.87 -3.70 -1.57
O 2.90 -4.99 -2.30
O 3.97 -3.40 -0.61
C 1.34 -3.88 -0.39
F 1.36 -2.86 0.48
F 0.24 -3.89 -1.10
F 1.43 -5.01 0.35
N -0.07 0.30 -0.79
S -1.03 1.35 -0.24
O -1.73 1.13 1.04
O -1.56 2.32 -1.20
F 0.25 2.04 0.36
S -1.49 -0.65 -1.04
O -2.59 -0.15 -1.94
O -1.88 -1.49 0.06
F -0.55 -1.56 -1.96
Cl -2.75 7.72 0.52
C -1.25 6.66 0.49
C -1.66 5.23 -0.11
Cl -2.60 4.40 1.10
H -0.94 6.63 1.53
H -0.40 7.19 0.07
H -0.78 4.61 -0.28
H -2.15 5.26 -1.08
Cl -3.42 -4.21 -1.40
C -2.88 -4.32 0.33
C -3.24 -5.69 0.92
Cl -2.13 -6.90 0.10
H -3.44 -3.59 0.91
H -1.82 -4.06 0.35
H -4.26 -6.00 0.73
H -3.01 -5.85 1.97
Cl -5.59 -0.60 3.76
C -4.55 0.54 2.93
C -4.43 1.81 3.69
Cl -3.94 1.59 5.51
H -5.01 0.77 1.97
H -3.63 0.05 2.59
H -5.33 2.42 3.58
H -3.73 2.47 3.17
Cl -1.11 -4.06 3.06
C -2.07 -2.68 3.61
C -1.26 -1.70 4.40
Cl -0.68 -2.42 5.92
H -2.87 -3.17 4.17
H -2.63 -2.26 2.77
H -1.70 -0.72 4.60
H -0.35 -1.44 3.84
C 2.75 3.95 -1.58
O 1.75 3.00 -2.08
C 1.35 3.33 -3.50
C 0.09 2.64 -4.04
O 0.16 1.18 -3.99
C -0.91 0.61 -4.71
H 2.46 4.99 -1.46
H 3.58 3.96 -2.29
H 3.13 3.69 -0.59
H 2.15 3.01 -4.17
H 1.23 4.40 -3.63
H 0.04 2.98 -5.07
H -0.86 3.00 -3.64
H -0.89 0.89 -5.76
H -1.87 0.88 -4.27
H -0.62 -0.44 -4.61
C 2.28 0.12 3.50
C 2.07 0.19 2.19
C 3.17 0.67 1.31
O 3.13 0.48 0.06
C 4.24 1.33 2.04
C 4.35 1.41 3.36
C 3.43 0.63 4.22
O 3.63 0.54 5.42
O 5.46 1.81 3.91
O 0.93 -0.35 1.64
H 1.49 -0.35 4.07
H 4.88 1.79 1.31
H 5.54 1.48 4.80
H 0.70 -0.09 0.74
```

Energy = -8041.52817 a.u.

Entry 4:
This record from OMol25 describes one molecule with the formula C4H8N2O. The level of theory is wB97M-V/def2-TZVPD.

```
15
C4H8N2O, DFT wB97M-V/def2-TZVPD
C 0.56 -1.05 1.47
N -0.62 -0.71 0.67
C -0.39 0.33 -0.30
C -0.59 1.59 -0.01
N -0.93 2.76 0.22
C 0.08 -0.15 -1.68
O 0.23 -1.55 -1.68
H 0.93 -0.19 2.05
H 0.31 -1.86 2.16
H 1.35 -1.39 0.80
H -1.41 -0.47 1.26
H -0.17 3.34 0.57
H 1.05 0.28 -1.93
H -0.64 0.18 -2.44
H -0.40 -1.87 -1.01
```

Energy = -341.89362 a.u.
Energy relative to the best compared isomer or geometry (same formula, charge and spin) = 69.0 kcal/mol
SMILES = CNC(=C=N)CO

Entry 5:
This record from OMol25 describes C4H13N3O as an isolated structure at a distorted geometry. The level of theory is wB97M-V/def2-TZVPD.

```
21
C4H13N3O, DFT wB97M-V/def2-TZVPD
C 1.51 1.35 1.03
O 0.25 1.45 0.47
C 1.77 0.08 1.83
N 1.58 -1.15 1.04
H 2.28 1.40 0.25
H 1.65 2.14 1.78
H 2.81 0.09 2.17
H 1.13 -0.03 2.72
H 1.89 -0.95 0.09
H 2.23 -1.86 1.41
C -1.82 -0.68 -0.87
C -1.76 0.27 -1.77
N -2.17 0.10 -3.11
N -1.26 -0.56 0.44
H -2.13 -1.68 -1.15
H -1.44 1.27 -1.51
H -1.61 0.66 -3.74
H -2.06 -0.88 -3.37
H -0.44 -1.16 0.63
H -1.91 -0.43 1.17
H -0.49 0.57 0.48
```

Energy = -399.60522 a.u.
Energy relative to the best compared isomer or geometry (same formula, charge and spin) = 39.1 kcal/mol
2S+1 = 2
Charge = -1

Entry 6:
This record from OMol25 describes an isolated ion of composition C4H6N3O2 and charge -1 at a distorted geometry. The level of theory is wB97M-V/def2-TZVPD.

```
15
C4H6N3O2, DFT wB97M-V/def2-TZVPD
C -0.94 -0.69 -0.19
C 1.25 1.46 -0.19
C 1.64 0.18 0.44
C 1.38 -1.20 -0.26
N -0.01 -1.45 -0.32
N -2.01 -0.12 -0.45
N -3.15 0.20 0.11
O -3.39 -0.17 1.26
O -3.91 0.90 -0.61
H 1.27 1.59 -1.20
H 0.46 1.98 0.15
H 2.74 0.34 0.71
H 1.27 0.22 1.53
H 1.69 -1.13 -1.35
H 1.71 -2.11 0.37
```

Energy = -470.52992 a.u.
Energy relative to the best compared isomer or geometry (same formula, charge and spin) = 186.5 kcal/mol
Charge = -1

Which formula does entry 2 have? C18H20BN